Entry from OMol25: C12H18N6O3S2Sn as an isolated structure (ωB97M-V with the def2-TZVPD basis set).

Results
molar mass	477.2	g mol⁻¹
gap between HOMO and LUMO	7.790	eV
net charge	+2
calculated total energy	-2032.38663	Ha
F_max	0.42	eV/Å
HOMO energy	-14.570	eV

Geometry as XYZ:
```
42
Properties=species:S:1:pos:R:3:forces:R:3
Sn 0.2610 -0.0465 0.9111 0.1 -0.4 0.0
C 1.4405 -3.0717 1.1702 0.0 -0.1 0.0
C 1.6743 -2.7826 -0.1725 0.0 -0.1 0.0
C 0.6059 -2.5801 -1.0391 0.1 0.0 0.0
C -0.6987 -2.6543 -0.5637 0.0 0.1 0.0
C -0.9345 -2.9315 0.7827 0.0 0.1 0.1
C 0.1394 -3.1483 1.6470 0.1 0.0 0.1
H 2.2730 -3.2740 1.8314 0.0 0.0 0.0
H 2.6884 -2.7590 -0.5498 0.0 0.0 0.0
H 0.7892 -2.3992 -2.0900 0.0 0.0 0.0
H -1.5315 -2.5430 -1.2455 0.0 0.1 0.0
H -1.9496 -3.0485 1.1409 0.0 0.0 0.0
H -0.0434 -3.4174 2.6794 0.0 0.0 0.0
N -0.4832 2.0909 1.5467 0.1 0.2 0.0
C -1.7937 2.4826 0.9624 0.0 -0.1 0.0
C -1.6601 2.8322 -0.5034 -0.1 0.0 -0.1
C -1.0982 1.7312 -1.3727 -0.1 0.1 0.3
O -0.9635 2.0157 -2.5864 0.0 0.0 -0.4
O -0.7900 0.6043 -0.8823 0.0 0.0 -0.1
H -0.5295 2.1220 2.5629 0.0 -0.1 -0.1
H 0.2314 2.7695 1.2865 -0.1 0.1 0.0
H -2.2074 3.3348 1.5008 0.0 0.0 0.0
H -2.4863 1.6484 1.0960 0.0 0.0 0.0
H -1.0531 3.7275 -0.6596 0.0 0.0 0.0
H -2.6469 3.0862 -0.8971 0.0 0.0 -0.1
C -3.0534 1.2119 -6.5963 0.1 0.0 0.1
O -2.3436 1.3703 -5.3203 -0.1 0.0 0.0
C -1.2851 0.6863 -5.1401 0.1 0.0 -0.1
S -0.4096 -0.4341 -5.9735 -0.1 0.0 0.0
S -0.2150 0.6792 -3.8351 0.1 -0.1 0.2
H -4.0763 1.4958 -6.3822 0.0 0.0 0.0
H -2.9844 0.1777 -6.9216 0.0 0.0 0.0
H -2.5931 1.8878 -7.3108 0.0 0.0 0.0
N 2.5176 0.7590 5.4899 -0.1 0.3 0.0
N 1.3799 0.2857 4.9067 -0.1 -0.1 0.1
N 0.4162 -0.2467 5.6137 -0.1 0.0 -0.1
C -0.5066 -0.4690 4.6822 -0.1 -0.1 0.1
N -0.0944 -0.0776 3.4755 0.2 0.0 0.2
N 1.1359 0.4110 3.6447 -0.1 0.0 -0.1
H 2.6601 0.2911 6.3763 0.1 0.0 0.0
H 3.2902 0.7302 4.8385 0.1 -0.1 0.1
H -1.4657 -0.9086 4.8931 0.0 0.0 0.0
```
Forces are in eV/Å.

natural (NBO) atomic charge list, values in e, 8 entries: number 1, Sn, carries 1.543; number 2, C, carries -0.241; number 3, C, carries -0.202; number 4, C, carries -0.225; number 5, C, carries -0.226; number 6, C, carries -0.255; number 7, C, carries -0.169; number 8, H, carries 0.243

Entry from OMol25: one molecule with the formula C3H6N2O2 (ωB97M-V with the def2-TZVPD basis set).

Results
molar mass	102.1	g mol⁻¹
gap between HOMO and LUMO	10.406	eV
calculated total energy	-377.91689	Ha
SMILES	NCC(=O)NC=O
F_max	0.53	eV/Å
HOMO energy	-9.635	eV

Geometry as XYZ:
```
13
Properties=species:S:1:pos:R:3:forces:R:3
N 1.3073 1.5236 -0.0127 0.2 0.1 0.0
C 0.8001 0.3383 0.6675 -0.1 -0.2 0.1
C 0.4354 -0.5543 -0.5055 0.2 -0.1 -0.2
O 1.2711 -0.9685 -1.2759 -0.4 0.1 0.3
N -0.9276 -0.7247 -0.8119 0.0 -0.1 0.0
C -1.9648 -0.8716 0.0825 0.0 0.0 0.3
O -1.8659 -0.8306 1.2879 -0.1 0.0 -0.5
H 2.2448 1.3611 -0.3608 -0.1 0.1 0.0
H 1.2798 2.3546 0.5572 0.1 -0.1 0.1
H -0.0744 0.5868 1.2699 0.2 0.0 -0.2
H 1.5199 -0.1903 1.3121 -0.1 0.1 -0.2
H -1.0995 -0.9730 -1.7778 0.0 -0.1 0.1
H -2.9261 -1.0514 -0.4324 0.1 0.0 0.1
```
Forces are in eV/Å.

natural (NBO) atomic charge list, values in e, 8 entries: number 1, N, carries -0.831; number 2, C, carries -0.322; number 3, C, carries 0.706; number 4, O, carries -0.559; number 5, N, carries -0.666; number 6, C, carries 0.542; number 7, O, carries -0.574; number 8, H, carries 0.372

Entry from OMol25: one molecule with the formula ClH3P2 in a non-equilibrium geometry (ωB97M-V with the def2-TZVPD basis set).

Results
molar mass	100.4	g mol⁻¹
gap between HOMO and LUMO	8.395	eV
calculated total energy	-1144.64576	Ha
SMILES	P=[PH2]Cl
F_max	2.72	eV/Å
HOMO energy	-8.492	eV

Geometry as XYZ:
```
6
Properties=species:S:1:pos:R:3:forces:R:3
P -0.9048 -0.4412 -1.3985 -0.1 -1.9 -0.2
P 0.0639 0.3763 0.1574 2.4 -1.1 0.7
Cl -0.4558 0.3267 2.2447 0.2 0.2 -1.0
H -0.4245 -1.8584 -1.0956 -0.5 1.7 -0.2
H 1.4846 -0.1090 0.2957 -1.8 0.7 0.1
H 0.2368 1.7055 -0.2038 -0.1 0.3 0.5
```
Forces are in eV/Å.

natural (NBO) charges, unit e, in atom order: number 1, P, carries -0.238; number 2, P, carries 0.508; number 3, Cl, carries -0.328; number 4, H, carries 0.012; number 5, H, carries 0.026; number 6, H, carries 0.019

Entry from OMol25: a 6-piece molecular cluster, C19H40IN8O5 overall in a non-equilibrium geometry (ωB97M-V with the def2-TZVPD basis set).

Results
molar mass	587.5	g mol⁻¹
gap between HOMO and LUMO	5.734	eV
net charge	+1
calculated total energy	-1859.49203	Ha
F_max	5.60	eV/Å
HOMO energy	-10.867	eV

Geometry as XYZ:
```
73
Properties=species:S:1:pos:R:3:forces:R:3
N 1.1817 1.1099 0.7806 -0.2 0.0 1.4
N -0.2180 1.0240 0.6622 -4.4 2.3 1.0
C -1.0508 2.0266 1.2207 -1.6 1.1 0.7
C -2.5786 2.1234 1.2532 1.8 -4.6 -2.7
C -3.2382 0.8791 0.5305 4.5 2.2 1.3
I -5.3678 0.6013 0.3955 2.4 -0.1 0.2
C -2.1410 -0.0578 -0.0353 -1.1 0.2 0.1
N -0.7494 -0.0022 0.0210 -2.9 0.7 0.3
H 1.3719 0.6033 1.6741 0.2 0.1 -1.0
H 1.3770 2.0994 1.0248 -0.1 -0.7 -0.5
H -0.4943 2.8937 1.7355 -0.8 -1.6 -0.9
H -3.1857 2.9667 1.7180 1.3 -1.2 -0.7
H -2.5529 -0.9676 -0.6085 1.1 1.5 1.0
C -8.9804 -2.0042 -2.0022 0.3 -0.1 -0.2
O -9.2290 -0.9980 -1.3624 0.4 0.0 -0.1
N -7.7894 -2.2748 -2.6067 -0.7 0.0 0.2
C -7.5606 -3.4958 -3.3540 0.2 0.2 0.0
C -6.7190 -1.3067 -2.4957 -0.3 0.1 0.1
H -9.7290 -2.7994 -2.1436 0.1 0.0 -0.1
H -6.7322 -4.0436 -2.8978 -0.1 -0.1 -0.1
H -7.3046 -3.2404 -4.3852 0.0 -0.2 0.0
H -8.4500 -4.1274 -3.3528 0.1 0.1 0.0
H -6.4849 -1.1558 -1.4388 0.0 0.0 -0.3
H -7.0521 -0.3557 -2.9197 0.2 0.0 0.1
H -5.8304 -1.6533 -3.0244 -0.1 0.0 0.0
C 0.2033 -4.6886 0.8380 0.4 0.2 -0.3
O -0.9853 -4.4509 0.7095 0.2 0.2 -0.1
N 1.2088 -4.0358 0.1919 -0.5 -0.5 0.6
C 2.6054 -4.3721 0.3948 -0.1 0.1 -0.2
C 0.8687 -2.9697 -0.7286 -0.2 -0.1 0.1
H 0.5647 -5.4799 1.5138 0.1 0.0 0.0
H 3.1330 -3.4938 0.7742 0.2 -0.2 -0.1
H 3.0425 -4.6741 -0.5595 0.2 0.1 0.2
H 2.7106 -5.1889 1.1106 -0.1 0.1 -0.1
H 0.3178 -2.1960 -0.1906 0.0 0.0 -0.2
H 0.2279 -3.3708 -1.5181 0.0 0.2 0.0
H 1.7696 -2.5409 -1.1692 0.0 -0.1 0.1
C 5.9216 -1.9995 -0.8568 -0.1 0.3 0.1
O 5.2089 -2.8613 -1.3401 -0.2 0.3 0.2
N 5.4806 -0.8295 -0.3148 0.2 -0.4 -0.1
C 6.3895 0.1531 0.2449 -0.2 -0.3 -0.2
C 4.0576 -0.5634 -0.2996 0.1 -0.3 -0.2
H 7.0169 -2.1077 -0.8208 0.0 0.1 0.0
H 6.1427 0.3061 1.3000 0.1 0.1 0.0
H 6.2737 1.0952 -0.2977 0.2 0.1 0.1
H 7.4279 -0.1807 0.1645 -0.6 0.1 0.0
H 3.5520 -1.3537 0.2622 -0.2 0.1 -0.1
H 3.6823 -0.5683 -1.3264 -0.2 0.0 0.1
H 3.8527 0.4034 0.1613 0.2 -0.1 -0.1
C 9.8950 0.1074 1.4273 0.2 0.3 0.5
O 9.2240 0.2764 0.4230 0.5 0.3 0.3
N 9.9765 0.9751 2.4730 0.0 -0.7 -0.6
C 10.7979 0.7049 3.6363 -0.1 0.2 0.0
C 9.2170 2.2096 2.4209 -0.1 -0.1 -0.3
H 10.5087 -0.7964 1.5664 0.0 0.0 0.1
H 10.1619 0.6830 4.5247 0.2 0.0 0.1
H 11.5416 1.4988 3.7399 0.0 -0.1 0.1
H 11.3098 -0.2536 3.5396 -0.1 0.1 -0.1
H 8.1543 1.9728 2.3255 0.0 0.2 0.0
H 9.5272 2.7844 1.5450 -0.1 0.1 0.1
H 9.3822 2.7984 3.3235 0.0 -0.1 -0.1
C -6.3163 5.3027 -1.0812 -0.4 -0.2 0.1
O -5.3053 4.7381 -1.4619 -0.1 -0.2 0.2
N -7.4566 4.6798 -0.6727 0.6 0.6 -0.2
C -8.6238 5.4171 -0.2295 0.0 -0.2 0.0
C -7.5015 3.2319 -0.6822 0.2 0.1 -0.1
H -6.3831 6.4012 -1.0369 -0.1 0.0 0.0
H -8.8537 5.1354 0.8011 -0.1 0.1 0.0
H -9.4701 5.1657 -0.8733 -0.1 0.1 0.1
H -8.4475 6.4927 -0.2750 0.1 -0.1 0.0
H -6.7087 2.8475 -0.0348 -0.3 0.1 -0.2
H -7.3249 2.8751 -1.7002 0.0 -0.2 0.1
H -8.4705 2.8753 -0.3311 0.1 0.1 0.0
```
Forces are in eV/Å.

Löwdin atomic charge list, values in e, 8 entries: number 1, N, carries 0.133; number 2, N, carries -0.214; number 3, C, carries 0.037; number 4, C, carries 0.020; number 5, C, carries -0.547; number 6, I, carries 1.140; number 7, C, carries -0.067; number 8, N, carries 0.126